Record 1
{
  "formula": "C3H2Cl2O",
  "method": "ωB97M-V/def2-TZVPD",
  "relative_energy_kj_mol": 212.9,
  "homo_ev": -10.692,
  "multiplicity": 1,
  "homo_lumo_gap_ev": 11.040,
  "symbols": ["C", "H", "C", "Cl", "H", "C", "Cl", "O"],
  "coordinates": [[0.27568, 1.94755, 0.69365], [-1.75997, 1.21117, -0.02220], [0.09952, -1.72945, -0.42853], [-0.10659, -0.56448, -1.61301], [1.12022, 2.24107, 1.25639], [-0.78134, 1.50489, 0.34607], [1.79053, -2.32221, -0.51361], [-0.63806, -2.28854, 0.28123]],
  "atomic_forces_ev_per_a": [[-0.47, -0.34, 0.57], [0.80, 0.15, 0.30], [1.90, -1.80, -0.03], [-0.68, 0.66, -0.87], [0.46, 0.22, -0.18], [-0.89, 0.33, -0.32], [0.02, 0.21, 0.18], [-1.13, 0.59, 0.34]],
  "mulliken_charge": [-0.15, 0.43, 0.57, -0.07, 0.38, -0.66, -0.17, -0.33]
}

Record 2
{
  "formula": "C3H2Cl2S",
  "method": "ωB97M-V/def2-TZVPD",
  "relative_energy_kj_mol": 130.3,
  "homo_ev": -8.951,
  "multiplicity": 1,
  "homo_lumo_gap_ev": 7.309,
  "symbols": ["H", "S", "Cl", "C", "Cl", "C", "C", "H"],
  "coordinates": [[-1.47276, -0.75137, 1.01126], [-0.90917, 0.08282, 2.90084], [-1.02285, -0.76121, -1.37819], [0.58682, -0.00103, 0.59461], [1.65348, 0.87683, -1.88602], [-0.51172, -0.44464, 1.33851], [0.58786, -0.03567, -0.78127], [1.32098, 0.34866, 1.15587]],
  "atomic_forces_ev_per_a": [[0.16, -1.07, -1.40], [1.54, -0.61, -1.38], [2.34, 0.96, -0.95], [-1.49, -1.59, -4.56], [-1.39, -1.50, 1.35], [-2.85, 1.60, 4.03], [-1.88, 0.36, 0.95], [3.57, 1.86, 1.96]],
  "mulliken_charge": [0.37, -0.18, -0.19, -0.27, -0.11, -0.47, 0.40, 0.46]
}

Record 3
{
  "formula": "C3H2ClF3",
  "method": "ωB97M-V/def2-TZVPD",
  "relative_energy_kj_mol": 503.4,
  "homo_ev": [-8.884, -8.716],
  "multiplicity": 1,
  "homo_lumo_gap_ev": [7.886, 7.859],
  "symbols": ["H", "C", "H", "C", "F", "Cl", "C", "F", "F"],
  "coordinates": [[-0.20466, -0.74596, 0.19901], [-0.70965, 2.59072, 1.74193], [0.69270, 0.15656, -1.11612], [0.62627, 1.33570, 0.48349], [1.74395, 0.99722, 1.17212], [-1.86833, 3.51616, 0.95488], [-0.08801, 0.29686, -0.31035], [0.17898, 3.38995, 2.34094], [-1.30845, 0.76767, -0.82126]],
  "atomic_forces_ev_per_a": [[-0.16, 1.79, -0.80], [2.56, -1.45, -0.25], [-0.97, -0.02, 0.17], [-0.85, 2.27, 1.52], [-1.92, -0.49, -1.20], [-0.49, 0.51, -0.43], [0.91, -1.82, 0.59], [-0.69, -0.31, -0.26], [1.62, -0.47, 0.67]],
  "mulliken_charge": [0.25, 0.18, 0.23, 0.00, -0.18, -0.05, -0.06, -0.13, -0.23]
}

Record 4
{
  "formula": "C3H2ClF3",
  "method": "ωB97M-V/def2-TZVPD",
  "relative_energy_kj_mol": 259.6,
  "homo_ev": [-8.454, -9.293],
  "multiplicity": 1,
  "homo_lumo_gap_ev": [8.116, 9.117],
  "symbols": ["F", "C", "H", "F", "Cl", "C", "F", "H", "C"],
  "coordinates": [[-1.98442, -0.51829, -0.13648], [0.18517, 0.38748, 0.67034], [-0.22544, 0.20380, 1.76838], [-0.90027, 0.81825, -1.46044], [1.95560, -0.22557, -1.27134], [-1.16671, 0.54281, -0.13885], [0.44204, -1.93224, -0.00950], [0.78632, 1.35441, 0.58314], [0.90770, -0.63065, -0.00526]],
  "atomic_forces_ev_per_a": [[0.47, 0.45, 0.35], [-2.00, 1.67, 2.20], [1.45, 0.08, -2.19], [-0.48, 0.06, 0.99], [-0.15, -0.37, -0.07], [0.75, -0.06, -1.57], [0.57, 1.85, -0.11], [-1.15, -1.27, 0.35], [0.54, -2.40, 0.05]],
  "mulliken_charge": [-0.19, -0.37, 0.27, -0.21, -0.12, 0.20, -0.21, 0.29, 0.34]
}